Molecular formula: C11H7NO5S2
Method: DFT, ωB97M-V/def2-TZVPD

Atoms and positions in Å:
O: 1.75631 -2.07962 4.15076
C: 0.84962 -2.54969 3.43973
O: 0.31843 -3.83208 3.59860
C: 0.29081 -1.74482 2.31875
O: -0.66371 -2.21076 1.72903
N: 0.90654 -0.57030 1.92240
C: 0.60378 0.27072 0.84771
C: -0.23231 -0.07258 -0.28950
C: -0.25211 0.86412 -1.29836
C: -1.08990 0.68978 -2.53709
C: -1.82723 -0.51953 -2.91629
C: -2.55958 -0.33789 -4.08936
S: -2.41696 1.31258 -4.75281
C: -1.38088 1.74106 -3.37337
S: 0.83062 2.20086 -0.89044
C: 1.17555 1.52766 0.70018
C: 2.02642 2.16811 1.71407
O: 1.92311 1.77032 2.87150
O: 2.85958 3.11057 1.27890
H: -0.34270 -3.94012 2.89577
H: 1.48206 -0.20853 2.64400
H: -0.83886 -1.01401 -0.31340
H: -1.86591 -1.43768 -2.35268
H: -3.19685 -1.14426 -4.46847
H: -1.00164 2.76265 -3.19167
H: 2.64583 3.24347 0.36205

**HOMO level**: -8.8 eV
**Orbital gap**: 7.956 eV
**SMILES**: O=C(O)C(=O)Nc1cc(-c2ccsc2)sc1C(=O)O

Molecular formula: C11H8Br2MnN5OSbSe4
Method: DFT, ωB97M-V/def2-TZVPD

Atoms and positions in Å:
Mn: 0.55143 -0.68177 -1.41105
Br: 2.33480 3.10966 1.47210
C: 0.95425 3.11747 0.16925
C: 0.26020 4.27821 -0.12336
C: -0.68958 4.29359 -1.12106
Br: -1.51302 5.96359 -1.55507
C: -1.04306 3.13525 -1.83656
C: -2.02909 3.04262 -2.84107
C: -2.29135 1.82042 -3.42263
C: -1.59432 0.69176 -3.01072
N: -0.62094 0.73664 -2.08955
C: -0.34367 1.95156 -1.50603
C: 0.71413 1.94035 -0.54232
O: 1.40729 0.85819 -0.39003
H: 0.48858 5.17513 0.43113
H: -2.58530 3.92290 -3.12560
H: -3.06174 1.70744 -4.17159
H: -1.84918 -0.29942 -3.39553
N: 1.23028 -3.02196 2.59145
C: 2.27014 -3.62440 2.04410
N: 3.04264 -4.43698 2.78427
N: 2.64856 -3.42919 0.78700
C: 2.13408 -2.72452 -0.11198
N: 1.74691 -2.14220 -1.06498
H: 0.80991 -3.27446 3.48267
H: 0.68398 -2.36993 2.03181
H: 2.72921 -4.70954 3.69962
H: 3.78510 -4.94525 2.33929
Se: -1.29356 -1.21633 4.06923
Sb: -2.04275 -1.96799 1.87229
Se: -0.63742 -1.13476 0.06391
Se: -1.82116 -4.37386 2.29347
Se: -4.37536 -1.39224 1.58753

**Multiplicity**: 5
**HOMO level (spin up / spin down)**: -4.1 / -4.3 eV
**ΔE to the lowest compared entry with this formula, charge and spin**: 4.157 eV
**Charge**: -1
**Orbital gap (spin up / spin down)**: 5.902 / 4.921 eV

Molecular formula: C11H8BrFHgN3O4
Method: DFT, ωB97M-V/def2-TZVPD

Atoms and positions in Å:
Hg: 1.30211 2.19483 -0.73442
Br: 2.58187 1.71797 2.22962
C: 0.85006 2.37590 2.53034
C: 0.33597 2.20873 3.79265
C: -0.91251 2.74643 4.04080
C: -1.55411 3.48376 3.05760
C: -0.94042 3.62276 1.88148
N: 0.25676 3.03472 1.56123
H: 0.79149 1.58038 4.43605
H: -1.39351 2.52544 4.95472
H: -2.46945 3.92923 3.26038
H: -1.35946 4.39170 1.09218
F: 2.21561 -4.36601 -2.94788
C: 1.25375 -3.47834 -2.84723
C: 0.70796 -3.17796 -1.63344
N: -0.27485 -2.21292 -1.54496
C: -0.57299 -1.64330 -0.21435
C: 0.29189 -0.41029 0.11561
O: 0.06924 0.23188 1.12510
O: 1.12561 -0.08511 -0.79776
C: -0.73912 -1.51645 -2.63378
O: -1.55660 -0.61124 -2.50899
N: -0.29753 -1.97159 -3.87533
C: 0.74646 -2.79629 -4.08029
O: 1.12288 -3.02636 -5.21344
H: 1.16419 -3.62821 -0.77329
H: -0.53185 -2.42001 0.51789
H: -1.61750 -1.31091 -0.13455
H: -0.59594 -1.38874 -4.65592

**Multiplicity**: 2
**HOMO level (spin up / spin down)**: -8.5 / -8.7 eV
**Orbital gap (spin up / spin down)**: 8.545 / 6.486 eV

Molecular formula: C11H8BrNO4S
Method: DFT, ωB97M-V/def2-TZVPD

Atoms and positions in Å:
C: 5.28532 -2.57851 1.52779
C: 3.93836 -1.87996 1.44968
C: 3.55034 -0.79589 0.74372
C: 2.14515 -0.66504 1.18362
C: 1.13492 0.41774 0.75945
O: 1.50481 1.35462 -0.01901
O: -0.11666 0.25379 1.23901
C: -1.27531 0.96228 0.56474
C: -2.23438 0.21159 -0.30336
O: -2.34405 -0.98236 -0.09793
C: -3.17740 1.02315 -1.05207
C: -4.01688 0.41990 -1.92634
C: -4.80195 1.41736 -2.68131
C: -4.51640 2.65076 -2.23830
Br: -5.25457 4.24943 -2.87903
S: -3.16318 2.68661 -1.06085
N: 1.76212 -1.58712 2.00014
O: 2.92692 -2.37343 2.25915
H: 5.69749 -2.67752 0.47768
H: 5.23234 -3.56866 1.91502
H: 5.97436 -2.04564 2.25052
H: 4.10068 -0.16529 0.04459
H: -1.87533 1.47267 1.40012
H: -0.83818 1.70276 -0.11126
H: -4.12402 -0.66764 -1.98267
H: -5.51449 1.16439 -3.46311

**HOMO level**: -9.4 eV
**ΔE to the lowest compared entry with this formula, charge and spin**: 0.797 eV
**Orbital gap**: 9.002 eV
**SMILES**: Cc1cc(C(=O)OCC(=O)c2ccc(Br)s2)no1

Strongest force on any atom, record by record: 4.37 9.63 4.47 4.77 eV/Å